{
  "formula": "C2H3O2",
  "method": "ωB97M-V/def2-TZVPD",
  "charge": 1,
  "de_lowest_kj_mol": 760.6,
  "homo_energy_ev": -17.9,
  "orbital_gap_ev": 11.91,
  "species": ["C", "C", "O", "O", "H", "H", "H"],
  "coordinates": [[0.4624, 0.6899, 0.0415], [-0.2598, -0.6410, 0.1058], [-1.5025, -0.1836, 0.4106], [-0.7544, 0.3755, -0.6464], [0.6134, 1.2650, 1.0368], [1.4121, 0.6338, -0.4577], [0.0288, -2.1396, -0.4907]],
  "nbo_charge": [-0.132, 0.341, -0.094, -0.043, 0.300, 0.280, 0.348]
}